This record from the OMol25 dataset describes a structure of composition C13H15AsN3RuS4Te. The level of theory is ωB97M-V with the def2-TZVPD basis set.

```
38
Properties=species:S:1:pos:R:3:forces:R:3:lowdin_charge:R:1
Ru 0.5407 0.4954 0.2715 0.1 0.3 -0.2 0.4855
C -1.3758 -4.9469 -0.9366 0.0 0.0 0.0 -0.0462
C -2.2047 -4.1055 -1.6742 0.0 0.0 0.0 -0.0565
C -1.9849 -2.7442 -1.6857 -0.1 0.0 0.0 -0.0192
C -0.9207 -2.2112 -0.9519 0.1 0.2 0.1 -0.2265
C -0.0885 -3.0486 -0.2253 0.0 -0.1 -0.1 -0.0576
C -0.3205 -4.4168 -0.2170 0.0 0.0 0.0 -0.0700
N -0.6874 -0.7820 -0.9396 -0.2 -0.2 -0.1 -0.0440
N -1.3771 -0.1956 -1.8100 0.1 0.2 0.0 0.0800
C -1.2782 1.1922 -1.8336 -0.1 -0.2 0.0 -0.2973
C -2.0339 1.8739 -2.7733 0.0 0.1 0.0 0.0287
C -1.9944 3.2551 -2.7750 0.0 0.0 0.0 -0.0160
C -1.2160 3.9017 -1.8234 0.0 0.0 0.0 -0.0183
C -0.4864 3.1510 -0.9241 0.0 0.0 0.0 -0.1045
N -0.4922 1.8084 -0.9316 0.0 0.0 0.0 -0.0663
H -1.5554 -6.0134 -0.9278 0.0 0.0 0.0 0.1156
H -3.0313 -4.5145 -2.2385 0.0 0.0 0.0 0.1129
H -2.6392 -2.0959 -2.2455 0.0 0.0 0.0 0.1053
H 0.7569 -2.6629 0.3146 0.0 0.0 0.0 -0.0119
H 0.3355 -5.0570 0.3573 0.0 0.0 0.0 0.0416
H -2.6366 1.3054 -3.4658 0.0 0.0 0.0 0.1288
H -2.5695 3.8203 -3.4950 0.0 0.0 0.0 0.1250
H -1.1714 4.9798 -1.7719 0.0 0.0 0.0 0.1218
H 0.1135 3.6185 -0.1624 0.0 0.0 0.0 0.0551
S 0.7640 -4.3792 3.6444 -0.1 0.0 0.0 -0.0234
As 2.6889 -3.7094 3.1977 0.1 -0.1 0.2 0.1717
S 0.1213 -0.5627 2.4085 -0.1 -0.1 0.3 0.1218
S 1.8492 -1.0338 1.5992 0.0 0.0 -0.1 -0.0604
S 2.7678 -5.1562 1.6946 0.1 0.0 -0.1 -0.0032
C 2.4640 2.0400 3.2885 0.0 0.0 0.1 -0.4151
Te 2.4703 2.1604 1.1717 0.1 -0.1 0.0 1.2259
C 1.9878 4.2300 1.2283 0.0 0.0 0.0 -0.4310
H 1.6068 2.5932 3.6627 0.0 0.0 0.0 0.0221
H 3.3933 2.4763 3.6432 0.0 0.0 0.0 0.0166
H 2.4012 0.9990 3.5877 0.0 0.0 0.0 -0.0334
H 2.7775 4.7013 1.8080 0.0 0.0 0.0 0.0163
H 1.0256 4.3932 1.7082 0.0 0.0 0.0 0.0195
H 1.9998 4.6406 0.2220 0.0 0.0 0.0 0.0067
```
Forces are in eV/Å.

Properties
Total charge   +1
Spin multiplicity   5
LUMO (alpha / beta)   -4.6 / -5.2 eV
Highest occupied orbital energy (alpha / beta)   -10.608 / -11.185 eV
Frontier orbital gap (alpha / beta)   6.0472 / 5.9715 eV
Expectation value of S²   6.03


This record from the OMol25 dataset describes a structure of composition C13H15BBr4LaO4S at a distorted geometry. The level of theory is ωB97M-V with the def2-TZVPD basis set.

```
39
Properties=species:S:1:pos:R:3:forces:R:3:lowdin_charge:R:1
C 2.3299 -2.5000 0.8597 0.1 -0.2 0.0 -0.0930
C 3.0104 -1.3410 0.1453 0.5 0.3 -0.2 -0.7637
Br 4.6524 -1.9264 -0.7014 0.1 0.0 0.0 0.8657
C 2.0986 -0.9099 -0.9759 -0.9 -0.3 0.3 -0.5637
Br 2.7241 0.5061 -2.2578 0.6 0.1 -0.3 0.8888
C 0.6650 -0.4451 -0.7402 0.2 0.2 -0.1 -0.1656
C 0.1453 0.4814 0.1272 0.8 -0.7 -0.2 -0.2706
C 0.7068 1.2249 1.3305 -0.3 0.2 0.2 -0.7222
Br 0.4115 0.0607 2.8285 0.0 -0.3 0.2 0.9519
C 2.0888 1.8615 1.3284 0.3 0.1 0.2 -0.7652
C 2.2709 2.7809 0.1270 0.2 0.6 0.4 -0.1709
Br 2.2741 2.9609 2.9090 0.1 0.0 0.1 0.9018
C -1.2618 0.8427 -0.1902 -0.9 0.0 0.1 -0.3739
O -1.5494 2.0462 -0.0713 0.8 0.4 -0.9 0.0382
C -2.2434 -0.0723 -0.8126 0.0 0.0 0.3 -0.1767
C -3.6608 0.2025 -0.5416 0.0 0.3 0.0 0.0070
B -4.0691 -0.2894 0.9429 -0.2 -0.1 0.0 -0.6266
O -3.1720 -1.1129 1.5849 0.0 -0.2 -0.5 0.1690
O -5.2266 0.1906 1.4120 0.2 0.1 0.0 0.2424
C -1.7316 -1.0413 -1.6132 0.1 0.1 0.0 -0.4553
S -2.6846 -2.2720 -2.4376 -0.3 0.0 0.2 0.9830
C -0.2737 -1.0632 -1.8172 0.3 0.0 -0.2 -0.3851
O 0.2475 -1.4895 -2.8216 -0.1 0.2 0.2 0.1203
H 1.3202 -2.2505 1.1883 0.0 0.0 0.1 0.0575
H 2.3024 -3.3799 0.2191 -0.1 0.0 -0.1 0.1008
H 2.9220 -2.7672 1.7313 0.0 0.0 0.1 0.1106
H 3.3392 -0.5560 0.8135 -0.3 0.0 0.1 0.0660
H 2.0556 -1.7494 -1.6622 -0.1 0.0 -0.2 0.0922
H 0.0172 2.0494 1.5064 0.0 0.0 0.0 0.0875
H 2.9116 1.1621 1.4034 -0.1 -0.2 -0.1 0.0727
H 3.2562 2.7330 -0.3294 0.0 -0.1 -0.1 0.1065
H 2.0511 3.8261 0.3571 -0.2 0.0 0.0 0.1005
H 1.5153 2.4595 -0.6217 2.1 0.2 2.3 -0.1596
H -3.8782 1.2705 -0.5878 0.1 0.1 0.0 0.1380
H -4.2929 -0.2926 -1.2773 -0.1 -0.1 0.1 0.1236
H -3.5388 -1.9228 1.9574 0.0 0.1 0.5 0.1363
H -5.3826 0.0908 2.3590 -0.2 -0.2 0.0 0.1431
H -2.7178 -1.6323 -3.6119 0.1 -0.1 -0.2 -0.0647
La 0.3674 2.2636 -2.0603 -2.7 -0.7 -2.2 2.2536
```
Forces are in eV/Å.

Properties
Total charge   +3
Energy above the lowest of the compared OMol25 structures with the same formula, charge and spin   0.000 eV
LUMO   -13.0 eV
Highest occupied orbital energy   -18.315 eV
Frontier orbital gap   5.3531 eV


This record from the OMol25 dataset describes the ion C13H15BrN2O with charge +2. The level of theory is ωB97M-V with the def2-TZVPD basis set.

```
32
Properties=species:S:1:pos:R:3:forces:R:3:lowdin_charge:R:1
C 4.3690 0.4593 1.0929 0.2 -0.3 -0.3 -0.0194
C 3.9794 0.2842 -0.3736 0.3 -0.2 0.5 -0.4026
O 3.3682 1.4431 -0.9090 0.0 0.0 -0.1 -0.0233
C 3.0745 -0.9260 -0.5936 0.1 0.1 -0.4 -0.0326
N 1.6317 -0.6333 -0.3649 -0.4 -0.3 -0.1 0.0053
C 1.2030 0.4448 0.2928 -0.4 0.6 0.4 0.0353
C -0.1494 0.7066 0.4666 0.1 -0.3 -0.2 0.0765
C -1.0850 -0.1754 -0.0483 0.0 -0.1 -0.2 -0.1347
C -2.5515 0.0354 0.0914 0.2 -0.1 0.2 -0.1268
C -3.1629 1.1874 -0.3876 -0.5 -0.3 0.3 0.0641
C -4.5364 1.3271 -0.2472 0.8 0.2 -0.1 -0.0586
N -5.2499 0.3692 0.3611 -0.2 0.1 0.0 -0.4477
Br -7.0929 0.6080 0.5428 0.1 0.0 0.0 0.9870
C -4.6875 -0.7499 0.8440 0.6 -0.2 0.0 -0.0571
C -3.3224 -0.9442 0.7168 -0.5 0.4 -0.2 0.0602
C -0.6271 -1.2980 -0.7365 0.5 0.1 0.1 0.0564
C 0.7313 -1.4906 -0.8847 -0.5 -0.1 0.1 0.0360
H 4.8706 1.4096 1.2300 -0.1 0.2 0.1 0.1002
H 3.5429 0.3387 1.7865 -0.1 0.2 0.1 0.0773
H 5.0886 -0.3188 1.3346 0.1 -0.1 0.1 0.0976
H 4.8986 0.0641 -0.9119 0.1 0.0 -0.1 0.1561
H 3.7668 1.6375 -1.7607 0.0 0.2 -0.1 0.1196
H 3.3609 -1.7682 0.0283 0.0 0.0 0.2 0.1519
H 3.1427 -1.2534 -1.6266 -0.1 0.0 -0.2 0.1420
H 1.9271 1.1405 0.6710 0.1 -0.1 0.0 0.1326
H -0.4556 1.5849 1.0082 0.1 0.2 0.1 0.1436
H -2.5877 1.9582 -0.8695 0.0 0.2 -0.1 0.1443
H -5.0409 2.2061 -0.6119 -0.3 0.0 0.0 0.1377
H -5.3262 -1.4667 1.3320 -0.2 0.0 0.0 0.1370
H -2.8765 -1.8366 1.1221 0.0 -0.2 0.1 0.1446
H -1.3152 -2.0030 -1.1706 0.0 -0.2 -0.1 0.1411
H 1.1118 -2.3408 -1.4245 0.2 -0.1 -0.1 0.1562
```
Forces are in eV/Å.

Properties
Total charge   +2
Energy above the lowest of the compared OMol25 structures with the same formula, charge and spin   0.000 eV
LUMO   -7.8 eV
Highest occupied orbital energy   -16.634 eV
Frontier orbital gap   8.8613 eV


This record from the OMol25 dataset describes a structure of composition C13H15F6MnN4OS8Sb. The level of theory is ωB97M-V with the def2-TZVPD basis set.

```
49
Properties=species:S:1:pos:R:3:forces:R:3:lowdin_charge:R:1
Mn 0.0362 -0.9191 0.5845 0.1 0.3 0.3 0.0907
S 1.8059 -4.2028 -2.4286 0.0 0.1 0.0 -0.4338
Sb 1.6280 -3.8619 -0.1643 0.1 -0.2 -0.1 0.1484
S -0.6556 -3.0381 0.2346 -0.3 -0.2 0.0 -0.0978
S 2.1851 -1.4903 0.1993 0.3 0.0 0.1 -0.0085
S -4.9796 6.6484 0.1859 0.0 -0.1 0.0 0.3967
C -4.3430 5.1125 0.0939 0.0 0.1 -0.1 -1.5394
S -4.5624 4.0147 -1.2442 -0.2 0.1 -0.3 0.8173
C -3.6943 2.6411 -0.7983 0.1 -0.1 0.3 -0.5448
C -3.1241 2.8250 0.4313 -0.2 0.1 -0.2 -1.1134
S -2.0902 1.7562 1.3118 0.1 0.0 -0.1 0.5160
S -3.3626 4.3708 1.2734 0.1 0.2 0.3 0.8391
S -2.3701 -0.0215 0.5175 0.0 -0.4 0.0 0.2521
C -0.8898 -1.2019 -2.6767 0.0 -0.1 0.0 -0.2099
N -1.0634 -0.9123 -4.1051 0.1 0.0 0.0 -0.0848
C -1.7188 0.3867 -4.2457 0.0 0.0 0.0 -0.1824
N -0.9517 1.4715 -3.6260 0.0 0.0 0.0 -0.0839
C -0.8003 1.1419 -2.2072 0.0 0.1 0.1 -0.2107
N -0.1112 -0.1459 -1.9976 -0.1 0.2 0.2 -0.1258
C 1.2075 -0.0739 -2.6553 0.0 -0.1 0.0 -0.2162
N 1.0881 0.2311 -4.0871 0.0 -0.1 0.0 -0.0891
C 0.2740 -0.8276 -4.7003 0.0 0.0 0.0 -0.1765
C 0.3770 1.4965 -4.2358 0.0 0.0 0.0 -0.1987
H -0.3612 -2.1498 -2.5615 0.0 0.0 0.0 0.0572
H -1.8663 -1.2805 -2.1939 0.0 0.0 0.0 0.1014
H -2.7012 0.3452 -3.7709 0.0 0.0 0.0 0.1261
H -1.8462 0.6077 -5.3095 0.0 0.0 0.0 0.1148
H -1.7883 1.1175 -1.7388 0.1 0.0 -0.1 0.0363
H -0.2107 1.9294 -1.7260 0.0 0.0 0.0 0.1305
H 1.7087 -1.0324 -2.5286 0.0 0.0 0.0 0.0605
H 1.8011 0.7017 -2.1668 0.0 0.0 0.0 0.1153
H 0.7805 -1.7838 -4.5594 0.0 0.0 0.0 0.1088
H 0.1724 -0.6176 -5.7695 0.0 0.0 0.0 0.1145
H 0.2705 1.7209 -5.3013 0.0 0.0 0.0 0.1139
H 0.9653 2.2897 -3.7664 0.0 0.0 0.0 0.1186
C 2.4256 0.3127 3.3877 0.1 -0.1 -0.1 -0.0011
C 0.8956 0.2139 3.3904 0.2 0.2 0.3 -0.4942
O 0.3409 0.2486 2.1660 -0.3 -0.1 -0.7 -0.3315
C 0.4959 -1.0832 4.1329 -0.1 0.0 -0.1 -0.5596
F 0.9931 -1.1459 5.3923 0.0 0.0 0.1 0.1226
F -0.8327 -1.2232 4.2332 0.0 -0.1 0.0 0.1521
F 0.9653 -2.1538 3.4834 0.0 0.0 0.0 0.1324
C 0.3399 1.4410 4.1650 0.0 -0.1 -0.1 -0.5602
F 0.7277 2.5773 3.5564 0.0 0.0 0.0 0.1330
F 0.7863 1.5219 5.4418 0.0 0.0 0.0 0.1245
F -0.9967 1.4668 4.2188 0.0 0.0 0.1 0.1226
H 2.8083 -0.4765 2.7420 0.0 0.0 0.0 0.0379
H 2.8510 0.2219 4.3877 0.0 0.0 0.0 0.0868
H 2.7074 1.2726 2.9596 0.0 0.0 0.0 0.0920
```
Forces are in eV/Å.

Properties
Total charge   -2
Spin multiplicity   6
Energy above the lowest of the compared OMol25 structures with the same formula, charge and spin   2.763 eV
LUMO (alpha / beta)   3.5 / 2.6 eV
Highest occupied orbital energy (alpha / beta)   -2.125 / -2.246 eV
Frontier orbital gap (alpha / beta)   5.6666 / 4.8219 eV
Expectation value of S²   9.05


This record from the OMol25 dataset describes a structure of composition C13H15F6N2O5PtSb. The level of theory is ωB97M-V with the def2-TZVPD basis set.

```
43
Properties=species:S:1:pos:R:3:forces:R:3:lowdin_charge:R:1
Pt -0.5709 -0.6380 -0.7552 0.1 0.1 -0.3 1.5308
O -1.1475 1.3037 -1.0452 0.0 -0.2 0.0 -0.0679
C -0.3434 2.1244 -1.5358 0.0 0.0 0.0 -0.0983
C 1.0462 1.9557 -1.7699 0.0 0.0 0.0 -0.1065
C 1.7095 3.0127 -2.4292 0.0 0.0 0.0 0.0777
C 3.0525 2.9379 -2.6342 0.0 0.0 0.0 -0.1162
C 3.7987 1.8414 -2.1910 0.0 0.0 0.0 0.0616
C 3.1768 0.8051 -1.5416 0.0 0.0 0.0 0.0414
C 1.7914 0.8328 -1.3226 0.0 0.0 0.1 -0.2716
O 1.2947 -0.1965 -0.6595 0.1 0.0 0.0 -0.1630
N 3.7358 4.0439 -3.3318 0.0 0.1 0.1 -0.3496
O 3.0502 4.9769 -3.6895 0.0 -0.1 0.0 0.1020
O 4.9323 3.9397 -3.4832 0.0 0.0 0.0 0.1091
H -0.7827 3.0887 -1.8033 0.0 0.0 0.0 0.1641
H 1.1632 3.8806 -2.7744 0.0 0.0 0.0 0.1414
H 4.8642 1.8255 -2.3732 0.0 0.0 0.0 0.1376
H 3.7325 -0.0530 -1.1921 0.0 0.0 0.0 0.1373
O -0.5686 -0.1934 1.3309 -0.3 -0.1 0.2 -0.0499
C -0.3845 -0.9322 2.3240 0.2 0.1 0.0 -0.4287
C -0.4477 -0.3282 3.6826 0.0 0.0 0.0 -0.0724
C -1.9441 -0.4807 4.0714 0.0 0.0 0.0 -0.1548
C -2.5608 -1.8830 3.9165 0.0 0.0 0.0 -0.1753
C -2.7890 -2.3761 2.4733 0.0 0.0 0.0 -0.1589
C -1.5494 -2.9803 1.8004 -0.1 0.0 0.0 -0.1433
N -0.3227 -2.2786 2.2643 0.0 0.0 0.0 0.0965
H -0.1514 0.7173 3.6756 0.0 0.0 0.0 0.1299
H 0.1841 -0.8853 4.3764 0.0 0.0 0.0 0.1336
H -2.5223 0.2260 3.4713 0.0 0.0 0.0 0.1235
H -2.0390 -0.1638 5.1097 0.0 0.0 0.0 0.1216
H -3.5338 -1.8452 4.4067 0.0 0.0 0.0 0.1187
H -1.9810 -2.6202 4.4836 0.0 0.0 0.0 0.1217
H -3.1739 -1.5477 1.8706 0.0 0.0 0.0 0.1150
H -3.5715 -3.1356 2.4743 0.0 0.0 0.0 0.1216
H -1.6201 -2.9484 0.7201 0.0 0.0 -0.1 0.0642
H -1.4119 -4.0248 2.0715 0.0 0.0 0.0 0.1347
H -0.0285 -2.6586 3.1533 0.0 0.0 0.0 0.1377
F -0.7590 -1.1304 -3.0335 -0.1 -0.1 -0.1 -0.3760
Sb -1.7520 -2.7529 -2.6296 0.0 0.1 -0.1 1.4869
F -0.7499 -3.7569 -3.8043 0.0 0.0 0.0 -0.2839
F -3.1295 -2.2606 -3.7508 0.0 0.0 0.0 -0.2848
F -2.6497 -4.1248 -1.7765 0.0 0.0 0.0 -0.2911
F -2.4555 -1.4738 -1.2112 0.1 0.0 0.1 -0.4224
F -0.3494 -2.8294 -1.2458 0.0 0.1 0.1 -0.3940
```
Forces are in eV/Å.

Properties
Total charge   +1
Spin multiplicity   2
Energy above the lowest of the compared OMol25 structures with the same formula, charge and spin   0.315 eV
LUMO (alpha / beta)   -5.7 / -5.6 eV
Highest occupied orbital energy (alpha / beta)   -12.967 / -12.951 eV
Frontier orbital gap (alpha / beta)   7.2648 / 7.3996 eV
Expectation value of S²   0.75


This record from the OMol25 dataset describes an isolated molecule of C13H15N5O2 at a distorted geometry. The level of theory is ωB97M-V with the def2-TZVPD basis set.

```
35
Properties=species:S:1:pos:R:3:forces:R:3:lowdin_charge:R:1
C 2.9564 -4.1381 -0.6020 0.1 0.4 0.1 -0.0567
C 3.8621 -2.9122 -0.5740 0.2 -0.6 -0.4 -0.2342
O 3.4155 -1.9300 0.3453 -0.1 0.4 0.0 -0.0337
C 2.2361 -1.2741 0.1884 -0.1 0.1 0.1 -0.1933
C 1.7290 -0.7290 1.3683 0.1 -0.1 -0.2 0.0101
C 0.5629 0.0026 1.3959 -0.2 0.0 -0.3 -0.0295
C -0.1395 0.1996 0.2130 0.6 -0.4 0.1 -0.1824
C -1.3717 0.9496 0.1912 -0.8 0.6 0.4 -0.2984
N -2.1054 1.1778 -0.9243 0.5 -0.4 -0.3 0.0809
N -3.1215 1.8723 -0.5671 -1.0 0.5 -0.2 0.0606
N -3.0258 2.0664 0.7258 0.5 -0.5 -0.3 -0.2155
C -3.9700 2.8219 1.4899 -0.3 0.3 0.3 -0.1267
C -3.3282 4.1336 1.9662 0.4 -0.3 -0.3 -0.1586
C -4.2489 4.8879 2.7784 0.0 0.1 0.0 -0.2442
N -4.9862 5.4777 3.4209 -0.4 0.3 0.4 0.1573
N -1.9505 1.5142 1.2489 0.4 -0.2 0.2 0.1831
C 0.3526 -0.3289 -0.9788 -0.1 0.1 0.1 0.0369
C 1.5331 -1.0518 -1.0162 0.2 -0.1 0.0 -0.1826
O 2.0565 -1.5578 -2.1784 0.1 0.1 0.5 -0.1135
C 1.3350 -1.3857 -3.3742 -0.1 0.0 -0.2 -0.0733
H 3.3995 -4.9047 -1.2314 0.0 -0.1 -0.1 0.0774
H 1.9787 -3.8804 -1.0005 -0.1 0.0 -0.1 0.0695
H 2.8307 -4.5333 0.4036 0.0 -0.1 0.1 0.0804
H 3.9700 -2.4924 -1.5772 0.1 -0.1 0.2 0.1122
H 4.8508 -3.1851 -0.1936 -0.1 0.0 -0.1 0.1236
H 2.2937 -0.9043 2.2704 0.1 0.0 0.1 0.1222
H 0.1860 0.4135 2.3185 0.0 0.0 0.1 0.1083
H -4.2845 2.2264 2.3522 0.0 0.1 -0.2 0.1353
H -4.8272 3.0162 0.8417 0.1 -0.1 0.1 0.1332
H -2.4361 3.9082 2.5584 -0.1 0.0 -0.1 0.1230
H -3.0354 4.7447 1.1073 0.0 -0.1 0.1 0.1305
H -0.2157 -0.1425 -1.8749 0.0 0.0 -0.1 0.1019
H 0.3435 -1.8455 -3.3174 0.0 0.0 0.0 0.1005
H 1.2318 -0.3278 -3.6336 0.0 0.0 0.0 0.0992
H 1.9228 -1.8889 -4.1407 -0.1 0.1 0.0 0.0965
```
Forces are in eV/Å.

Properties
Energy above the lowest of the compared OMol25 structures with the same formula, charge and spin   3.241 eV
LUMO   0.7 eV
Highest occupied orbital energy   -8.168 eV
Frontier orbital gap   8.8227 eV


| no. | energy (Eh) |
| --- | --- |
| 1 | -4859.78000 |
| 2 | -11554.92969 |
| 3 | -3262.53587 |
| 4 | -5974.77713 |
| 5 | -1948.55161 |
| 6 | -928.58129 |